No. 1
{"formula": "C4H6OS", "method": "ωB97M-V with the def2-TZVPD basis set", "relative_energy_kcal_mol": 148.23, "fmax_ha_per_bohr": 0.17493, "e_tot_ev": -17121.702, "molar_mass_da": 102.2, "lumo_energy_ha": -0.011, "elements": ["C", "C", "C", "C", "H", "H", "H", "H", "H", "H", "O", "S"], "coordinates": [[0.687, 0.596, -0.882], [0.433, -0.684, -0.045], [1.300, -0.923, 0.970], [-2.173, -0.034, 0.023], [0.334, 1.502, -0.039], [0.516, 0.966, -2.055], [1.817, 0.977, -0.786], [0.967, -1.520, 1.971], [2.403, -0.271, 0.903], [-3.401, 0.217, -0.870], [-1.736, 0.649, 1.119], [-1.146, -1.474, -0.309]]}

---

No. 2
{"formula": "C4H6OS", "method": "ωB97M-V with the def2-TZVPD basis set", "smiles": "C1O[C@H]2C[C@@H]2S1", "relative_energy_kcal_mol": 131.10, "fmax_ha_per_bohr": 0.10075, "e_tot_ev": -17122.445, "molar_mass_da": 102.2, "lumo_energy_ha": 0.031, "elements": ["C", "C", "C", "C", "H", "H", "H", "H", "H", "H", "O", "S"], "coordinates": [[0.221, -0.985, -1.194], [-0.105, 0.832, 0.601], [0.502, 0.606, 2.018], [0.603, -0.312, 0.798], [0.634, -0.821, -2.131], [-0.072, -2.021, -1.267], [0.496, 1.452, 0.118], [0.046, 0.121, 3.032], [1.377, 1.213, 2.224], [-0.268, -1.052, 1.038], [1.318, -0.673, -0.397], [-1.255, 0.353, -0.823]]}

---

No. 3
{"formula": "C4H6OS", "method": "ωB97M-V with the def2-TZVPD basis set", "smiles": "C[C@@H]1SCC1=O", "relative_energy_kcal_mol": 68.55, "fmax_ha_per_bohr": 0.10044, "e_tot_ev": -17125.157, "molar_mass_da": 102.2, "lumo_energy_ha": 0.015, "elements": ["C", "C", "C", "C", "H", "H", "H", "H", "H", "H", "O", "S"], "coordinates": [[-0.048, -1.198, 1.186], [0.688, -0.273, 0.281], [-0.369, 1.522, -0.823], [-0.103, 0.036, -0.978], [0.286, -0.689, 2.320], [-1.221, -1.057, 0.884], [0.281, -2.372, 0.939], [1.689, -0.488, 0.014], [0.002, 2.059, -1.795], [-1.542, 1.662, -0.904], [-0.454, -0.807, -1.863], [0.790, 1.605, 0.737]]}

---

Which formula does entry 1 have? C4H6OS